No. 1
Below is C37H34CdN2O4SSeTe as an isolated structure, with properties calculated with ωB97M-V with the def2-TZVPD basis set.

Atoms and positions in Å:
Cd: -1.15 -1.54 -0.09
C: 3.75 2.23 3.28
C: 3.07 1.27 2.34
C: 3.53 -0.03 2.17
C: 2.90 -0.94 1.32
C: 3.51 -2.30 1.27
O: 4.03 -2.77 2.27
C: 3.57 -3.11 0.01
C: 3.75 -4.49 0.13
C: 3.87 -5.28 -1.00
C: 3.83 -4.70 -2.26
C: 3.66 -3.33 -2.39
C: 3.52 -2.54 -1.25
C: 1.70 -0.59 0.66
O: 1.03 -1.52 0.04
C: 1.26 0.77 0.76
C: 1.96 1.64 1.61
C: 0.11 1.34 0.03
N: -0.84 0.67 -0.53
C: -1.91 1.32 -1.28
C: -3.16 1.40 -0.41
Te: -4.97 1.35 -1.54
C: -4.33 2.85 -2.85
C: -3.98 4.11 -2.37
C: -3.50 5.08 -3.24
C: -3.40 4.82 -4.60
C: -3.77 3.57 -5.08
C: -4.22 2.59 -4.21
C: 0.08 2.84 -0.03
C: 0.89 3.52 -0.93
C: 0.86 4.90 -1.00
C: 0.02 5.62 -0.15
C: -0.77 4.95 0.76
C: -0.75 3.56 0.82
H: 4.60 1.75 3.77
H: 3.07 2.58 4.05
H: 4.13 3.11 2.76
H: 4.41 -0.38 2.70
H: 3.82 -4.91 1.13
H: 4.02 -6.35 -0.89
H: 3.94 -5.32 -3.14
H: 3.63 -2.87 -3.37
H: 3.38 -1.47 -1.35
H: 1.61 2.65 1.72
H: -2.10 0.72 -2.18
H: -1.61 2.31 -1.62
H: -3.18 2.33 0.15
H: -3.21 0.58 0.31
H: -4.07 4.34 -1.32
H: -3.22 6.06 -2.86
H: -3.04 5.58 -5.28
H: -3.69 3.35 -6.14
H: -4.47 1.61 -4.59
H: 1.56 2.95 -1.58
H: 1.49 5.42 -1.71
H: 0.00 6.70 -0.20
H: -1.41 5.50 1.44
H: -1.35 3.03 1.55
O: -3.94 -2.60 -2.10
C: -3.16 -1.81 -1.98
C: 0.17 -5.80 -1.93
S: 0.37 -4.34 -0.95
C: 0.04 -5.03 0.66
O: -0.88 -3.53 -1.28
H: 0.94 -6.52 -1.64
H: 0.32 -5.51 -2.97
H: -0.83 -6.20 -1.78
H: 0.82 -5.76 0.89
H: -0.95 -5.49 0.65
H: 0.06 -4.21 1.37
Se: -2.85 -2.08 1.75
C: -1.91 -1.33 3.23
C: -2.63 -0.88 4.33
C: -1.94 -0.34 5.41
N: -0.62 -0.21 5.47
C: 0.06 -0.65 4.41
C: -0.53 -1.21 3.29
H: -3.71 -0.94 4.36
H: -2.50 0.02 6.27
H: 1.14 -0.55 4.45
H: 0.11 -1.56 2.49

Results
- HOMO level: -7.71 eV
- Frontier orbital gap: 0.288 hartree
- ΔE to the lowest compared entry with this formula, charge and spin: 27.2 kJ/mol
- Net charge: 0

No. 2
Below is C28H24BiNO2S4Se2 as an isolated structure in a non-equilibrium geometry, with properties calculated with ωB97M-V with the def2-TZVPD basis set.

Atoms and positions in Å:
Bi: 2.04 -0.50 -0.78
S: 4.52 -0.85 -0.48
C: 4.47 -0.87 1.28
C: 5.55 -0.23 1.97
C: 5.43 -0.04 3.35
C: 4.33 -0.47 4.06
C: 3.26 -1.07 3.40
C: 3.31 -1.28 2.03
S: 1.91 -1.96 1.27
H: 6.40 0.11 1.35
H: 6.25 0.51 3.85
H: 4.24 -0.26 5.11
H: 2.36 -1.45 3.91
C: -7.32 -0.35 0.06
C: -5.87 -0.42 -0.19
C: -5.07 -1.34 0.44
C: -3.71 -1.50 0.03
C: -2.90 -2.66 0.51
C: -3.16 -0.56 -0.88
Se: -1.42 -0.86 -1.60
C: -3.97 0.52 -1.34
C: -3.34 1.52 -2.30
C: -5.35 0.55 -1.08
H: -7.55 -0.91 0.95
H: -7.90 -0.85 -0.78
H: -7.67 0.70 0.26
H: -5.55 -1.96 1.21
H: -3.36 -3.08 1.41
H: -1.86 -2.38 0.68
H: -2.83 -3.53 -0.20
H: -2.31 1.77 -2.00
H: -3.99 2.44 -2.43
H: -3.21 1.07 -3.34
H: -5.98 1.29 -1.51
O: 3.43 4.51 -2.83
S: 3.49 4.52 -1.39
O: 4.59 4.97 -0.56
N: 3.06 2.89 -0.84
C: 1.93 2.93 -0.21
S: 1.17 1.62 0.69
C: 1.21 4.24 -0.26
C: -0.05 4.62 0.22
C: -0.49 5.93 0.17
C: 0.32 6.88 -0.43
C: 1.58 6.57 -0.91
C: 1.99 5.26 -0.85
H: -0.66 3.80 0.62
H: -1.42 6.26 0.62
H: -0.04 7.92 -0.41
H: 2.26 7.34 -1.31
Se: 1.98 -2.72 -2.93
C: 1.68 -4.11 -1.70
C: 2.75 -4.60 -0.92
C: 2.50 -5.58 0.01
C: 1.25 -6.20 0.05
C: 0.23 -5.81 -0.79
C: 0.44 -4.72 -1.61
H: 3.70 -4.09 -1.08
H: 3.31 -5.94 0.66
H: 1.09 -6.96 0.82
H: -0.75 -6.27 -0.82
H: -0.33 -4.33 -2.28

Results
- HOMO level: -1.26 eV
- Frontier orbital gap: 0.195 hartree
- ΔE to the lowest compared entry with this formula, charge and spin: 106.1 kJ/mol
- Net charge: -2

No. 3
Below is C6H3BInNO8 as an isolated structure in a non-equilibrium geometry, with properties calculated with ωB97M-V with the def2-TZVPD basis set.

Atoms and positions in Å:
In: 1.17 2.10 2.52
O: -3.44 -1.85 -4.55
C: -3.40 -1.60 -3.42
O: -2.42 -1.65 -2.55
B: -2.86 -1.37 -1.18
O: -4.32 -1.14 -1.27
C: -4.73 -1.14 -2.51
O: -5.75 -0.88 -2.97
O: -2.15 -0.16 -0.65
C: -1.33 -0.47 0.29
O: -0.51 0.14 0.87
C: -1.59 -2.13 0.58
O: -2.53 -2.45 -0.25
O: -1.00 -2.73 1.39
C: 6.27 2.73 2.34
C: 4.91 2.24 2.17
N: 3.85 1.84 2.01
H: 6.30 3.30 3.27
H: 6.56 3.33 1.48
H: 6.97 1.90 2.42

Results
- HOMO level: -17.00 eV
- Frontier orbital gap: 0.111 hartree
- ΔE to the lowest compared entry with this formula, charge and spin: 0.0 kJ/mol
- Net charge: +2

No. 4
Below is a 2-piece molecular cluster, C4H8N2O3 overall in a non-equilibrium geometry, with properties calculated with ωB97M-V with the def2-TZVPD basis set.

Atoms and positions in Å:
C: 1.38 -2.32 0.66
C: -1.89 2.10 -0.23
C: 2.85 -2.71 0.64
C: -2.58 3.25 -1.00
N: 0.53 -2.98 1.36
N: -0.74 1.65 -0.71
O: 0.85 -4.13 1.89
O: -0.16 2.15 -1.78
O: -0.11 0.69 -0.16
H: 1.06 -1.44 0.27
H: -2.40 1.65 0.53
H: 3.13 -3.16 -0.29
H: 2.80 -3.49 1.38
H: 3.41 -1.79 0.99
H: -3.60 2.97 -1.15
H: -1.98 3.36 -1.96
H: -2.56 4.21 -0.43

Results
- HOMO level: 0.93 eV
- Frontier orbital gap: 0.194 hartree
- ΔE to the lowest compared entry with this formula, charge and spin: 0.0 kJ/mol
- Net charge: -2